2 unconnected molecules or ions with the total composition C3H11N2O, computed with ωB97M-V/def2-TZVPD.

```
17
Properties=species:S:1:pos:R:3:forces:R:3
C -0.478 1.509 1.321 0.3710 -0.3743 0.6602
C -0.240 0.484 0.307 0.8911 -0.1146 1.0560
C 0.346 0.732 -0.929 -0.7164 -0.2210 -1.5661
N 1.078 1.776 -1.284 -0.7920 -0.1149 1.2594
N -0.641 -0.887 0.643 0.1719 0.6565 -0.6641
H -0.103 2.476 1.008 -0.2357 0.1580 0.1300
H -1.530 1.543 1.630 -0.1593 0.2175 -0.3729
H -0.010 1.204 2.273 0.2329 0.1352 -0.1251
H -0.010 0.161 -1.799 -0.1197 -0.1338 0.2990
H 1.731 2.142 -0.596 -0.2084 0.7475 -0.1873
H 0.702 2.347 -2.043 1.0922 -0.1824 -0.5614
H -0.288 -1.161 1.568 -0.0884 0.1506 0.1205
H -1.671 -0.920 0.678 0.1012 -0.5009 -0.0786
H -0.210 -1.591 -0.037 -0.7985 -0.6351 0.1052
H 1.156 -2.973 -1.045 0.0216 -0.0907 -0.0495
H -0.057 -3.880 -0.914 -0.3018 0.1536 0.1150
O 0.226 -2.963 -0.782 0.5380 0.1488 -0.1402
```
Forces are in eV/Å.

Values from the calculation:
Spin multiplicity ... 2
E_LUMO (alpha / beta) ... -8.92 / -12.07 eV
Gap between HOMO and LUMO (alpha / beta) ... 10.6 / 8.2 eV
Net charge ... +2



A gas-phase ion, C3H11N2O2 (charge +1), computed with ωB97M-V/def2-TZVPD.

```
18
Properties=species:S:1:pos:R:3:forces:R:3
C 1.968 1.337 -0.039 0.0501 0.1387 1.5878
C 1.334 -0.024 -0.197 -2.5224 -0.1182 -4.1065
C -0.510 -0.252 -0.462 1.6109 0.8105 -2.7543
N -2.495 0.474 0.291 -2.5443 0.5687 1.1982
N -0.895 -1.676 -0.139 1.9131 0.2057 4.5930
O 1.599 -0.946 0.720 0.7077 -2.5886 0.9019
O -1.140 0.534 0.417 2.9429 0.9884 1.2195
H 1.612 1.778 0.904 0.1315 0.1384 -0.2079
H 1.797 2.042 -0.827 -0.5005 0.1101 -0.5714
H 3.083 1.270 0.041 -0.9306 -0.4713 -0.0497
H 1.600 -0.416 -1.233 0.1033 0.1267 1.4066
H -0.911 -0.149 -1.574 1.1435 0.3600 1.9649
H -2.645 1.095 -0.525 -0.9547 -0.0425 1.0514
H -2.807 0.868 1.252 0.0908 -0.3994 -2.6282
H -1.623 -1.538 0.687 1.7395 -0.7838 -1.9214
H -1.304 -2.233 -0.825 -0.9784 -0.8931 -1.7649
H 0.038 -2.163 0.183 -2.0096 0.9490 -0.1261
H 1.699 -0.732 1.646 0.0072 0.9007 0.2071
```
Forces are in eV/Å.

Values from the calculation:
E_LUMO ... -3.11 eV
Gap between HOMO and LUMO ... 11.0 eV
Net charge ... +1
SMILES string ... C[C@@H](O)[C@@H]([NH3+])ON



4 unconnected molecules or ions with the total composition C3H11N2O3, computed with ωB97M-V/def2-TZVPD.

```
19
Properties=species:S:1:pos:R:3:forces:R:3
C -1.295 0.107 1.274 0.2096 0.1215 -1.0960
C -0.463 0.725 2.139 -0.2119 -0.3091 0.2824
N 0.702 0.993 1.455 0.2751 -0.2531 0.6988
C 0.589 0.544 0.218 -0.0811 -0.2606 -1.0853
N -0.609 0.009 0.070 -0.9402 0.1116 0.6284
H -2.319 -0.208 1.276 -0.1174 -0.1120 0.5392
H -0.589 0.909 3.191 0.0902 0.2358 -0.0731
H 1.556 1.336 1.924 -0.0482 0.2930 -0.3926
H 1.281 0.581 -0.613 0.2265 0.1881 0.4857
H -1.063 -0.367 -0.790 0.7243 -0.0451 -0.0537
H -1.456 -1.665 -2.953 0.6376 0.0020 0.3826
H -2.526 -0.751 -2.429 -0.0299 0.2577 0.1796
O -1.612 -0.997 -2.247 -0.6965 -0.1574 -0.5367
H -1.091 -3.713 -4.285 -0.0527 0.0028 0.1261
H -0.075 -2.678 -4.728 0.1218 0.1627 -0.0646
O -0.673 -2.890 -4.007 -0.1394 -0.1694 -0.0826
H 3.343 1.858 3.433 0.1041 0.1375 -0.0192
H 3.189 3.093 2.505 0.0632 0.0549 0.0785
O 2.933 2.174 2.621 -0.1351 -0.2610 0.0024
```
Forces are in eV/Å.

Values from the calculation:
E_LUMO ... -2.33 eV
Gap between HOMO and LUMO ... 11.4 eV
Net charge ... +1



2 unconnected molecules or ions with the total composition C3H11N2OS, computed with ωB97M-V/def2-TZVPD.

```
18
Properties=species:S:1:pos:R:3:forces:R:3
N -1.012 -0.947 -0.282 0.4294 -0.0421 1.2693
C 0.224 -0.226 0.172 -0.7568 -0.8164 -0.8047
C 1.458 -0.780 -0.594 0.1909 2.0775 0.1648
S 2.127 0.567 -1.710 -0.2809 -0.5290 0.1198
C 0.373 -0.229 1.686 -0.7389 -0.0742 0.1283
N -0.865 0.212 2.368 0.5190 -0.0310 0.4212
H -1.698 -0.299 -0.632 0.0268 -0.0908 -0.3371
H -0.737 -1.600 -0.987 -0.2284 -0.1188 -0.5083
H 0.017 0.814 -0.094 0.6489 0.1042 -0.0581
H 2.234 -1.014 0.134 0.0817 -0.2922 -0.0337
H 1.231 -1.650 -1.203 -0.1742 -0.2298 0.1553
H 0.551 -1.220 2.107 0.2658 -0.1860 -0.2865
H 1.229 0.392 1.952 -0.0596 0.1583 0.0411
H -1.464 -0.598 2.376 -0.3265 -0.0067 -0.0805
H -1.364 0.921 1.847 0.1601 0.0895 -0.1750
H -0.141 1.375 -2.423 0.2995 0.2297 0.0861
H -1.251 2.385 -1.983 0.2315 -0.0095 0.2185
O -0.913 1.896 -2.733 -0.2883 -0.2326 -0.3206
```
Forces are in eV/Å.

Values from the calculation:
E_LUMO ... 3.82 eV
Gap between HOMO and LUMO ... 6.6 eV
Net charge ... -1



The calculation returns the following energy relative to the best compared isomer or geometry (same formula, charge and spin) values, one per record and in order: 9.9; 121.7; 0.2; 8.4 kcal/mol.